Entry 1:
Molecular formula: C3H30O12
Method: DFT, the ωB97M-V functional and the def2-TZVPD basis

Summary:
Strongest force on any atom in eV/A: 2.2
Energy above the lowest of the compared OMol25 structures with the same formula, charge and spin in eV: 7.201
LUMO in eV: -1.9
Charge: 0

Last column: Löwdin charge in e.
Cartesian coordinates (Å):
1 O 3.67212 -1.52975 2.09628  -0.057
2 O -4.61101 -1.45347 -3.83604  -0.054
3 O -5.80802 2.69651 2.66604  -0.058
4 O -1.34812 -4.59122 -4.34504  -0.054
5 O -0.45031 0.05800 1.13894  -0.387
6 O 0.09669 -4.61005 1.42276  -0.058
7 O 2.45625 -4.71849 -1.73414  -0.047
8 O -3.60639 -0.16151 4.10163  0.371
9 O -1.53740 6.31434 -3.41008  -0.056
10 O 5.81508 1.81467 0.68533  -0.056
11 O 5.37557 -1.34212 -2.02103  -0.055
12 O 1.24438 1.32811 5.43079  -0.057
13 C -0.24222 2.34964 0.28336  -0.109
14 C 0.04797 0.34716 -1.31539  -0.082
15 C -0.60424 0.88986 0.02803  -0.681
16 H -1.90488 -3.99893 -3.83961  0.025
17 H -2.83435 -0.25032 3.53801  0.159
18 H 5.14233 2.39457 1.04220  0.031
19 H 2.76376 -1.22794 2.09964  0.024
20 H -0.29380 -0.62581 -1.66840  0.057
21 H 0.83202 2.51873 0.35765  0.061
22 H -0.63533 2.91305 -0.56288  0.056
23 H -5.37501 -1.27998 -4.38597  0.027
24 H -0.05275 -3.67881 1.58612  0.025
25 H 5.70477 -0.51799 -1.66231  0.024
26 H -0.58531 6.31021 -3.50878  0.029
27 H -5.58688 3.05373 1.80597  0.040
28 H 5.74844 -1.38656 -2.90149  0.028
29 H -0.45560 -4.30206 -4.15523  0.026
30 H 1.07955 0.94688 4.56840  0.024
31 H -3.36000 -0.05445 5.02328  0.180
32 H -1.65041 0.87414 -0.27753  0.080
33 H -0.69543 2.73940 1.19483  0.049
34 H -3.96187 -0.80840 -4.11665  0.029
35 H 3.03544 -4.00009 -1.98842  0.026
36 H -4.09792 0.59937 3.78375  0.164
37 H 3.94860 -1.44860 1.18347  0.021
38 H 6.08295 1.27262 1.42739  0.030
39 H -1.85242 5.72665 -4.09682  0.027
40 H -0.33417 1.07762 -2.02848  0.042
41 H 3.02907 -5.34208 -1.28778  0.032
42 H 0.63258 2.06191 5.48971  0.021
43 H 0.70885 -4.62945 0.68715  0.014
44 H 1.11319 0.56741 -1.38534  0.055
45 H -6.64575 3.10359 2.88681  0.036

=====

Entry 2:
Molecular formula: C4H4Li2O3
Method: DFT, the ωB97M-V functional and the def2-TZVPD basis

Summary:
⟨S²⟩: 0.758
Strongest force on any atom in eV/A: 1.4
Energy above the lowest of the compared OMol25 structures with the same formula, charge and spin in eV: 2.927
LUMO (alpha / beta) in eV: -4.0 / -5.9
Spin multiplicity: 2
Charge: +1

Last column: Löwdin charge in e.
Cartesian coordinates (Å):
1 O -1.15750 0.03649 -0.97296  -0.391
2 O 0.52173 2.85622 0.13231  -0.092
3 O 1.43813 -3.85677 0.43207  0.246
4 C 0.57816 -3.32414 0.98818  -0.249
5 C -0.24922 1.00327 -1.21937  -0.426
6 C -0.30381 -2.48440 1.51121  0.078
7 C 0.27168 1.66311 0.02322  -0.194
8 Li 0.44144 4.43094 -0.81225  0.876
9 Li -1.54689 -1.25676 0.11027  0.692
10 H 0.68793 0.60698 -1.76585  0.151
11 H -0.65658 1.85222 -1.82632  0.114
12 H 0.58030 0.97305 0.83836  0.141
13 H -0.60537 -2.50020 2.56114  0.054

=====

> What is the charge in the first record?

0

=====

> Which of these has the lowest strongest force on any atom?

C4H4Li2O3

=====

> Which of these has the highest charge?

C4H4Li2O3

=====

Repeat the second record exactly.
Molecular formula: C4H4Li2O3
Method: DFT, the ωB97M-V functional and the def2-TZVPD basis

Summary:
⟨S²⟩: 0.758
Strongest force on any atom in eV/A: 1.4
Energy above the lowest of the compared OMol25 structures with the same formula, charge and spin in eV: 2.927
LUMO (alpha / beta) in eV: -4.0 / -5.9
Spin multiplicity: 2
Charge: +1

Last column: Löwdin charge in e.
Cartesian coordinates (Å):
1 O -1.15750 0.03649 -0.97296  -0.391
2 O 0.52173 2.85622 0.13231  -0.092
3 O 1.43813 -3.85677 0.43207  0.246
4 C 0.57816 -3.32414 0.98818  -0.249
5 C -0.24922 1.00327 -1.21937  -0.426
6 C -0.30381 -2.48440 1.51121  0.078
7 C 0.27168 1.66311 0.02322  -0.194
8 Li 0.44144 4.43094 -0.81225  0.876
9 Li -1.54689 -1.25676 0.11027  0.692
10 H 0.68793 0.60698 -1.76585  0.151
11 H -0.65658 1.85222 -1.82632  0.114
12 H 0.58030 0.97305 0.83836  0.141
13 H -0.60537 -2.50020 2.56114  0.054